Record 1
Below is 9 unconnected molecules or ions with the total composition C50H55N6O8 at a distorted geometry, with properties calculated with the ωB97M-V functional and the def2-TZVPD basis.

Highest occupied orbital energy   -10.34 eV
Gap between HOMO and LUMO   7.83 eV
Charge   +1
DFT total energy   -2867.88109 hartree
LUMO   -2.504 eV
Molar mass   868.0 g/mol

The geometry in XYZ format:
```
119
C50H55N6O8 | the OMol25 dataset | the ωB97M-V functional and the def2-TZVPD basis
C -2.554 0.662 -1.900
C -1.137 1.116 -1.922
N -0.318 0.123 -1.315
C -0.144 -0.217 0.036
C 1.019 -1.150 0.010
N 1.527 -1.228 -1.182
C 0.741 -0.610 -2.036
C 2.727 -1.988 -1.495
H -2.829 0.028 -2.716
H -3.351 1.454 -2.001
H -2.832 0.128 -1.031
H -0.899 2.037 -1.457
H -0.624 1.414 -2.970
H -0.935 0.162 0.776
H 1.364 -1.654 1.021
H 0.696 -0.486 -3.053
H 2.510 -3.086 -0.986
H 3.624 -1.537 -1.167
H 2.968 -2.003 -2.569
N 3.181 -6.738 1.200
C 2.758 -5.782 2.010
C 1.648 -4.884 1.606
C 1.102 -4.952 0.395
C 1.581 -5.960 -0.566
C 2.644 -6.796 -0.130
H 3.217 -5.797 2.835
H 1.116 -4.208 2.451
H 0.508 -4.297 0.173
H 1.187 -6.048 -1.497
H 2.950 -7.528 -0.792
N -2.324 2.675 -5.156
C -1.301 3.400 -4.674
C -1.447 4.837 -4.399
C -2.637 5.489 -4.583
C -3.740 4.704 -4.961
C -3.514 3.339 -5.178
H -0.381 3.026 -4.428
H -0.558 5.267 -4.105
H -2.782 6.480 -4.272
H -4.812 5.188 -5.229
H -4.330 2.729 -5.560
N -4.864 -1.093 2.012
C -5.250 -0.202 0.985
C -4.967 1.150 0.951
C -4.111 1.584 1.971
C -3.512 0.728 2.924
C -3.938 -0.606 2.857
H -6.007 -0.730 0.231
H -5.424 1.514 0.128
H -3.974 2.686 2.046
H -3.079 1.080 3.650
H -3.406 -1.404 3.523
N -1.125 -2.787 -3.195
C -1.472 -2.521 -4.436
C -2.872 -2.235 -4.718
C -3.785 -2.390 -3.682
C -3.355 -2.808 -2.449
C -1.997 -2.830 -2.227
H -0.917 -2.481 -5.370
H -3.330 -1.909 -5.464
H -4.715 -2.453 -3.927
H -3.974 -3.220 -1.680
H -1.684 -2.946 -1.295
C -1.324 4.059 0.729
C -2.515 4.951 1.206
C -2.745 5.041 2.508
C -2.002 4.330 3.507
C -0.958 3.508 3.114
C -0.654 3.343 1.819
O 0.300 2.467 1.484
O -3.696 5.993 3.053
H -1.268 3.854 -0.121
H -2.974 5.481 0.386
H -2.263 4.304 4.512
H -0.343 2.952 3.954
H 0.807 2.148 2.171
H -4.199 6.503 2.385
C -1.746 -3.668 5.645
C -1.219 -3.093 4.408
C -0.284 -2.021 4.557
C 0.040 -1.512 5.731
C -0.357 -2.119 6.891
C -1.339 -3.029 6.875
O -1.891 -3.584 8.026
O 0.385 -1.598 3.453
H -2.395 -4.349 5.713
H -1.503 -3.810 3.468
H 0.723 -0.753 5.893
H 0.097 -1.679 7.848
H -1.548 -3.342 8.767
H 0.931 -0.736 3.557
C 6.654 -2.868 0.558
C 5.401 -3.232 1.476
C 4.791 -2.135 1.957
C 5.394 -0.871 1.855
C 6.555 -0.550 1.119
C 7.187 -1.644 0.362
O 8.274 -1.340 -0.261
O 3.673 -2.278 2.713
H 6.992 -3.635 -0.065
H 4.968 -4.182 1.539
H 4.901 -0.109 2.237
H 6.861 0.317 0.965
H 9.001 -1.840 0.173
H 3.222 -1.486 3.179
C 1.674 4.084 -1.809
C 2.253 2.662 -1.763
C 2.693 2.083 -2.928
C 2.713 2.835 -4.107
C 2.254 4.239 -4.160
C 1.770 4.836 -2.944
O 1.537 6.206 -2.959
O 3.154 0.808 -3.093
H 1.207 4.289 -0.849
H 2.276 1.882 -0.825
H 3.096 2.457 -5.005
H 2.340 4.961 -4.986
H 1.437 6.604 -2.057
H 3.796 0.833 -3.869
```

***

Record 2
Below is a molecular structure, C50H56AsN7PS2SiTi at a distorted geometry, with properties calculated with the ωB97M-V functional and the def2-TZVPD basis.

<S²>   0.761
Highest occupied orbital energy (alpha / beta)   -6.05 / -6.40 eV
Gap between HOMO and LUMO (alpha / beta)   6.11 / 6.46 eV
2S+1   2
DFT total energy   -6834.76384 hartree
LUMO (alpha / beta)   0.060 / 0.060 eV
Molar mass   1001.0 g/mol

The geometry in XYZ format:
```
119
C50H56AsN7PS2SiTi | the OMol25 dataset | the ωB97M-V functional and the def2-TZVPD basis
Ti -0.031 0.256 1.610
C 2.609 -1.565 1.217
N 2.262 -0.474 2.119
C 2.345 -0.893 3.520
C 1.086 -0.518 4.222
N 0.070 0.088 3.634
C -0.844 0.364 4.624
C -2.052 1.055 4.577
C -2.762 1.166 5.762
C -2.293 0.628 6.956
C -1.072 -0.027 7.032
C -0.353 -0.135 5.852
N 0.877 -0.677 5.566
C 1.430 -2.478 1.216
N 0.215 -2.014 1.446
C -0.615 -3.105 1.501
C -1.980 -3.180 1.769
C -2.550 -4.440 1.777
C -1.804 -5.587 1.527
C -0.438 -5.533 1.281
C 0.143 -4.276 1.277
N 1.442 -3.846 1.109
H 2.793 -1.162 0.215
H 3.520 -2.101 1.534
H 2.848 0.353 1.990
H 2.500 -1.982 3.574
H 3.183 -0.405 4.040
H -2.392 1.483 3.644
H -3.706 1.687 5.759
H -2.893 0.722 7.849
H -0.702 -0.440 7.957
H 1.528 -1.059 6.232
H -2.544 -2.280 1.964
H -3.607 -4.538 1.981
H -2.295 -6.548 1.527
H 0.143 -6.426 1.108
H 2.241 -4.423 0.910
C -0.638 4.028 4.730
N 0.657 3.394 4.865
C 1.711 3.486 4.032
S 2.872 2.284 4.126
N 1.996 4.560 3.285
C 1.145 5.676 2.938
H -1.287 3.605 5.493
H -1.071 3.838 3.742
H -0.565 5.100 4.902
H 0.623 2.492 5.322
H 2.782 4.408 2.673
H 0.897 6.251 3.830
H 0.232 5.353 2.434
H 1.703 6.327 2.269
C -5.773 -1.554 1.202
Si -5.109 0.205 1.558
C -5.737 0.675 3.303
C -5.851 1.419 0.284
C -3.265 0.249 1.478
C -2.046 0.277 1.438
H -6.860 -1.567 1.213
H -5.431 -2.264 1.949
H -5.451 -1.922 0.233
H -6.821 0.619 3.348
H -5.448 1.685 3.577
H -5.340 0.005 4.060
H -6.937 1.422 0.324
H -5.559 1.161 -0.730
H -5.511 2.434 0.467
C -0.431 0.754 -2.914
C 0.456 1.825 -3.527
As 0.315 1.889 -5.525
C 0.694 -0.018 -5.849
C 1.923 -0.574 -5.518
C 2.171 -1.918 -5.719
C 1.191 -2.730 -6.266
C -0.031 -2.187 -6.623
C -0.276 -0.840 -6.414
C 2.159 2.442 -5.956
C 2.647 2.118 -7.220
C 3.947 2.417 -7.582
C 4.782 3.061 -6.682
C 4.302 3.413 -5.434
C 2.998 3.112 -5.077
P 0.080 0.166 -1.173
C -0.646 -1.504 -1.427
C -2.041 -1.502 -1.338
C -2.764 -2.664 -1.516
C -2.107 -3.854 -1.783
C -0.725 -3.871 -1.851
C 0.005 -2.707 -1.674
C 1.893 0.159 -1.469
C 2.565 1.178 -0.781
C 3.920 1.381 -0.957
C 4.634 0.565 -1.827
C 3.976 -0.433 -2.527
C 2.614 -0.633 -2.366
H -0.414 -0.150 -3.536
H -1.467 1.095 -2.838
H 1.504 1.628 -3.295
H 0.199 2.808 -3.121
H 2.697 0.058 -5.101
H 3.132 -2.335 -5.450
H 1.385 -3.781 -6.420
H -0.791 -2.813 -7.066
H -1.231 -0.412 -6.698
H 1.997 1.606 -7.924
H 4.313 2.147 -8.562
H 5.801 3.288 -6.959
H 4.947 3.923 -4.732
H 2.638 3.402 -4.098
H -2.552 -0.576 -1.105
H -3.841 -2.646 -1.447
H -2.669 -4.764 -1.930
H -0.209 -4.800 -2.048
H 1.084 -2.751 -1.714
H 1.993 1.815 -0.104
H 4.422 2.173 -0.421
H 5.693 0.721 -1.968
H 4.530 -1.053 -3.220
H 2.114 -1.385 -2.959
S 0.251 2.428 1.487
```

***

Record 3
Below is a molecular structure, C50H57CoN9S at a distorted geometry, with properties calculated with the ωB97M-V functional and the def2-TZVPD basis.

<S²>   3.815
Highest occupied orbital energy (alpha / beta)   -4.82 / -6.81 eV
Gap between HOMO and LUMO (alpha / beta)   4.52 / 4.54 eV
2S+1   4
DFT total energy   -4213.33329 hartree
LUMO (alpha / beta)   -0.305 / -2.269 eV
Molar mass   875.1 g/mol

The geometry in XYZ format:
```
118
C50H57CoN9S | the OMol25 dataset | the ωB97M-V functional and the def2-TZVPD basis
Co -0.479 0.144 0.085
C 1.695 -4.493 3.523
C 2.681 -3.579 2.791
C 2.060 -2.259 2.473
C 2.248 -1.061 3.090
C 3.100 -0.740 4.273
C 2.310 -0.915 5.573
C 1.366 -0.119 2.438
C 1.075 1.135 2.915
C 0.008 1.913 2.443
C -0.608 2.964 3.187
C -0.277 3.344 4.592
C -0.862 2.341 5.591
C -1.640 3.439 2.406
C -1.605 2.680 1.199
C -2.314 2.975 0.039
C -2.193 2.251 -1.127
N -1.596 1.031 -1.242
C -1.767 0.651 -2.550
C -1.526 -0.607 -3.037
C -1.005 -1.654 -2.261
N -0.432 -1.487 -1.037
C -0.035 -2.735 -0.642
C 0.707 -2.994 0.508
C 1.107 -2.032 1.410
N 0.705 -0.728 1.406
C -0.399 -3.717 -1.612
C -1.012 -3.029 -2.640
C -1.664 -3.578 -3.867
C -3.186 -3.644 -3.698
C -0.079 -5.176 -1.537
C -1.021 -5.971 -0.628
C -2.408 1.708 -3.300
C -2.697 2.692 -2.408
C -3.270 4.043 -2.676
C -2.136 5.055 -2.862
C -2.653 1.675 -4.771
C -1.355 1.897 -5.552
N -0.635 1.713 1.259
C -2.675 4.458 2.750
C -4.013 3.783 3.059
H 2.151 -5.457 3.736
H 0.803 -4.656 2.923
H 1.389 -4.039 4.462
H 3.005 -4.067 1.868
H 3.565 -3.431 3.414
H 3.463 0.288 4.200
H 3.973 -1.397 4.290
H 1.384 -0.346 5.525
H 2.888 -0.568 6.426
H 2.061 -1.963 5.727
H 1.631 1.513 3.758
H -0.696 4.327 4.811
H 0.803 3.402 4.728
H -1.943 2.291 5.476
H -0.636 2.638 6.614
H -0.451 1.348 5.426
H -2.921 3.867 0.027
H -1.825 -0.824 -4.051
H 1.034 -4.007 0.672
H -1.291 -4.585 -4.072
H -1.418 -2.949 -4.728
H -3.442 -4.376 -2.934
H -3.662 -3.943 -4.629
H -3.578 -2.674 -3.399
H 0.946 -5.296 -1.173
H -0.123 -5.598 -2.543
H -1.140 -5.474 0.333
H -0.617 -6.967 -0.452
H -2.000 -6.085 -1.091
H -3.914 4.356 -1.851
H -3.880 4.017 -3.583
H -1.479 5.053 -1.995
H -2.535 6.057 -2.996
H -1.546 4.795 -3.738
H -3.370 2.453 -5.040
H -3.090 0.710 -5.043
H -0.981 2.904 -5.377
H -1.534 1.777 -6.619
H -0.595 1.184 -5.239
H -2.816 5.155 1.921
H -2.350 5.037 3.616
H -4.326 3.181 2.209
H -4.784 4.523 3.264
H -3.916 3.137 3.929
S 4.521 0.943 -4.401
C 3.317 0.910 -3.084
C 3.446 0.017 -2.027
C 2.483 0.015 -1.042
N 1.424 0.827 -1.047
C 1.329 1.708 -2.044
C 2.236 1.784 -3.082
C 5.849 1.641 -3.408
C 6.009 3.018 -3.385
C 6.999 3.540 -2.570
N 7.789 2.796 -1.814
C 7.632 1.484 -1.852
C 6.683 0.845 -2.636
H 4.277 -0.667 -1.978
H 2.566 -0.671 -0.213
H 0.492 2.389 -2.005
H 2.107 2.505 -3.874
H 5.372 3.655 -3.980
H 7.159 4.608 -2.513
H 8.296 0.914 -1.217
H 6.598 -0.231 -2.640
N -3.519 -4.216 1.099
C -2.987 -3.062 1.582
C -2.683 -1.971 0.744
N -2.198 -0.841 1.233
C -2.079 -0.752 2.565
C -2.356 -1.833 3.379
N -2.785 -2.991 2.898
H -3.413 -4.418 0.122
H -3.546 -4.999 1.734
H -2.820 -2.038 -0.326
H -1.752 0.192 2.966
H -2.203 -1.787 4.448
```

***

Record 4
Below is 8 unconnected molecules or ions with the total composition C50H57F3N3O at a distorted geometry, with properties calculated with the ωB97M-V functional and the def2-TZVPD basis.

Highest occupied orbital energy   -10.34 eV
Gap between HOMO and LUMO   7.71 eV
Charge   +1
DFT total energy   -2478.36808 hartree
LUMO   -2.631 eV
Molar mass   773.0 g/mol

The geometry in XYZ format:
```
114
C50H57F3N3O | the OMol25 dataset | the ωB97M-V functional and the def2-TZVPD basis
N -5.683 -3.796 1.874
C -4.807 -3.493 0.900
N -5.000 -3.981 -0.321
C -4.333 -3.440 -1.528
C -3.000 -2.839 -1.132
C -3.224 -1.919 0.045
C -1.984 -1.159 0.463
C -2.219 -0.207 1.635
O -3.528 0.366 1.636
C -3.609 1.697 1.201
C -3.313 1.892 -0.281
F -3.821 0.882 -1.026
F -3.852 3.040 -0.718
F -1.989 1.934 -0.536
N -3.708 -2.790 1.155
H -5.365 -4.010 2.805
H -6.662 -3.903 1.670
H -5.945 -4.312 -0.460
H -4.994 -2.713 -2.003
H -4.198 -4.272 -2.218
H -2.307 -3.633 -0.844
H -2.583 -2.267 -1.962
H -4.045 -1.236 -0.184
H -1.226 -1.884 0.782
H -1.584 -0.639 -0.409
H -2.136 -0.760 2.576
H -1.466 0.584 1.651
H -2.913 2.333 1.761
H -4.629 2.037 1.377
H -3.771 -2.310 2.046
C -1.095 6.402 4.671
C -1.639 6.138 3.423
C -2.258 4.919 3.182
C -2.336 3.968 4.190
C -1.792 4.232 5.439
C -1.170 5.449 5.679
H -0.613 7.352 4.860
H -1.586 6.884 2.640
H -2.683 4.720 2.204
H -2.826 3.017 4.010
H -1.855 3.492 6.227
H -0.746 5.657 6.652
C -5.887 10.459 2.353
C -5.609 9.586 1.311
C -4.994 8.369 1.573
C -4.660 8.025 2.876
C -4.939 8.900 3.918
C -5.552 10.117 3.656
H -6.366 11.409 2.149
H -5.871 9.854 0.296
H -4.774 7.689 0.759
H -4.185 7.076 3.084
H -4.677 8.631 4.933
H -5.767 10.801 4.467
C 3.554 -2.317 1.124
C 3.391 -3.363 2.021
C 2.387 -3.309 2.979
C 1.543 -2.208 3.035
C 1.709 -1.162 2.137
C 2.714 -1.213 1.182
H 4.338 -2.361 0.379
H 4.050 -4.221 1.975
H 2.267 -4.121 3.684
H 0.762 -2.164 3.784
H 1.054 -0.299 2.181
H 2.844 -0.395 0.484
C -1.017 -0.646 -5.295
C -0.449 -1.504 -6.226
C 0.322 -2.579 -5.804
C 0.525 -2.800 -4.449
C -0.043 -1.941 -3.518
C -0.812 -0.864 -3.939
H -1.610 0.196 -5.626
H -0.603 -1.333 -7.283
H 0.768 -3.243 -6.533
H 1.127 -3.637 -4.119
H 0.122 -2.110 -2.460
H -1.246 -0.185 -3.213
C -2.136 -8.090 -0.752
C -2.614 -6.860 -0.323
C -1.897 -6.125 0.612
C -0.701 -6.614 1.119
C -0.224 -7.844 0.689
C -0.941 -8.581 -0.244
H -2.693 -8.667 -1.479
H -3.549 -6.478 -0.717
H -2.271 -5.166 0.953
H -0.140 -6.037 1.843
H 0.709 -8.229 1.080
H -0.568 -9.541 -0.575
C 8.291 -2.461 -3.349
C 9.060 -2.981 -2.315
C 8.586 -2.945 -1.011
C 7.342 -2.390 -0.741
C 6.576 -1.871 -1.774
C 7.050 -1.903 -3.079
H 8.663 -2.487 -4.365
H 10.029 -3.414 -2.527
H 9.187 -3.346 -0.205
H 6.975 -2.361 0.278
H 5.606 -1.433 -1.566
H 6.455 -1.487 -3.882
C 8.267 2.650 -4.188
C 8.101 1.615 -3.279
C 7.106 1.694 -2.314
C 6.278 2.806 -2.259
C 6.443 3.841 -3.169
C 7.439 3.763 -4.133
H 9.044 2.591 -4.940
H 8.743 0.744 -3.319
H 6.984 0.886 -1.604
H 5.503 2.869 -1.504
H 5.798 4.709 -3.127
H 7.571 4.571 -4.841
```